Below is a structure of composition C7H9N, with properties calculated with ωB97M-V with the def2-TZVPD basis set.

The geometry in ORCA input format:
```
! RIJCOSX wB97M-V def2-TZVPD def2/J DEFGRID3
* xyz 0 1
C 0.456 1.254 1.260
C 0.478 1.111 -0.072
C -0.979 -1.120 -0.661
C -0.882 0.726 1.462
C -0.881 0.574 -0.109
C 1.512 1.377 -1.163
C -0.469 -2.429 -0.324
N -1.712 -0.210 -1.020
H 1.218 1.643 1.975
H -1.057 -0.304 1.934
H -1.756 1.451 1.829
H 2.037 2.288 -0.908
H 0.849 1.488 -2.056
H 2.204 0.492 -1.381
H -0.833 -3.222 -1.047
H -0.904 -2.795 0.637
H 0.719 -2.324 -0.357
*
```

Calculated values
Molecular weight   107.2 g mol⁻¹
Kohn-Sham gap   7.7539 eV
LUMO energy   0.8 eV
Relative energy (zero: lowest compared OMol25 entry of this formula, charge and spin)   133.67 kcal/mol
HOMO energy   -6.982 eV

Results of the Löwdin charge analysis, in e, for atoms 1 through 2:
1. C -0.1064
2. C -0.2820